# 1
# C4H11NO3

2 unconnected molecules or ions with the total composition C4H11NO3 in a non-equilibrium geometry (ωB97M-V with the def2-TZVPD basis set, the OMol25 dataset).

The value obtained for the HOMO-LUMO gap is 0.3683 Ha. The SMILES is O=CNCCCO.O. As for the spin multiplicity: 1. The value obtained for the energy relative to the best compared isomer or geometry (same formula, charge and spin) is 3.362 eV.

Each line ends with the Mulliken charge.
CARTESIAN COORDINATES (ANGSTROEM)
O (0.75, -3.18, 1.77)  -0.570
C (0.15, -2.13, 1.82)  0.137
N (-0.37, -1.67, 0.67)  -0.146
C (-1.25, -0.61, 0.40)  -0.566
C (-0.50, 0.46, -0.45)  -0.564
C (-0.63, 0.52, -2.02)  -0.455
O (0.32, 1.51, -2.65)  -0.559
H (-0.03, -1.59, 2.76)  0.291
H (-0.09, -1.94, -0.18)  0.187
H (-2.16, -0.82, -0.25)  0.262
H (-1.61, -0.21, 1.39)  0.312
H (0.62, 0.06, -0.34)  0.294
H (-0.44, 1.44, -0.10)  0.411
H (-0.54, -0.46, -2.44)  0.330
H (-1.53, 0.84, -2.44)  0.332
H (0.60, 2.30, -1.96)  0.307
H (1.82, 2.30, 0.87)  0.307
H (2.44, 1.56, 2.05)  0.315
O (2.44, 1.62, 1.09)  -0.625

***

# 2
# C4H11NO3

2 unconnected molecules or ions with the total composition C4H11NO3 in a non-equilibrium geometry (ωB97M-V with the def2-TZVPD basis set, the OMol25 dataset).

The value obtained for the HOMO-LUMO gap is 0.3875 Ha. The SMILES is NC(=O)CCCO.O. As for the spin multiplicity: 1. The value obtained for the energy relative to the best compared isomer or geometry (same formula, charge and spin) is 1.208 eV.

Each line ends with the Mulliken charge.
CARTESIAN COORDINATES (ANGSTROEM)
C (1.41, 0.88, -0.21)  -0.108
O (2.79, 1.19, -0.06)  -0.553
C (1.13, -0.38, -1.03)  -0.596
C (-0.09, -1.21, -0.50)  -0.826
C (-1.31, -0.31, -0.42)  0.569
N (-2.26, -0.35, -1.40)  -0.416
O (-1.51, 0.36, 0.59)  -0.635
H (0.99, 1.79, -0.65)  0.253
H (0.90, 0.89, 0.76)  0.153
H (3.34, 0.48, -0.40)  0.310
H (1.95, -1.05, -0.79)  0.442
H (1.02, -0.09, -2.08)  0.269
H (0.20, -1.47, 0.51)  0.267
H (-0.36, -2.07, -1.10)  0.400
H (-2.22, -1.07, -2.09)  0.200
H (-3.07, 0.22, -1.22)  0.258
H (-0.91, 0.41, 2.59)  0.388
H (-1.01, 1.32, 3.96)  0.289
O (-1.01, 0.46, 3.54)  -0.666

***

# 3
# C4H11NO3

2 unconnected molecules or ions with the total composition C4H11NO3 in a non-equilibrium geometry (ωB97M-V with the def2-TZVPD basis set, the OMol25 dataset).

Its charge is +1. The value obtained for the HOMO-LUMO gap (spin up / spin down) is 0.3875 / 0.2507 Ha. As for the spin multiplicity: 2. The value obtained for the energy relative to the best compared isomer or geometry (same formula, charge and spin) is 1.487 eV.

Each line ends with the Mulliken charge.
CARTESIAN COORDINATES (ANGSTROEM)
O (-0.05, 1.55, -1.94)  -0.219
C (-0.29, 1.71, -0.81)  -0.102
C (-0.61, 0.39, 0.07)  -0.016
C (0.80, -0.03, 0.55)  0.125
C (0.88, -1.47, 0.99)  -1.412
O (1.34, 0.83, 1.54)  -0.497
N (-1.54, 0.61, 1.07)  -0.233
H (-0.18, 2.66, -0.27)  0.369
H (-0.97, -0.38, -0.61)  0.563
H (1.47, 0.14, -0.28)  0.425
H (1.85, -1.61, 1.47)  0.381
H (0.78, -2.25, 0.23)  0.358
H (0.14, -1.72, 1.75)  0.337
H (0.71, 1.01, 2.25)  0.322
H (-1.25, 1.26, 1.80)  0.260
H (-2.53, 0.55, 0.83)  0.304
H (-0.14, -0.34, -3.16)  0.327
H (0.12, -1.83, -2.76)  0.329
O (-0.51, -1.10, -2.71)  -0.622

***

# 4
# C4H11NOP

A gas-phase ion, C4H11NOP (charge +1) in a non-equilibrium geometry (ωB97M-V with the def2-TZVPD basis set, the OMol25 dataset).

Its charge is +1. The value obtained for the HOMO-LUMO gap is 0.3803 Ha. The SMILES is CC(C)([NH3+])C(=O)P. As for the spin multiplicity: 1. The value obtained for the energy relative to the best compared isomer or geometry (same formula, charge and spin) is 1.066 eV.

Each line ends with the Mulliken charge.
CARTESIAN COORDINATES (ANGSTROEM)
C (-1.22, 0.64, 0.27)  0.431
C (0.84, -0.68, 1.30)  -1.349
C (0.42, -0.68, -1.22)  -1.414
C (0.36, 0.10, 0.09)  0.326
N (0.94, 1.46, -0.07)  -0.236
O (-1.38, 1.84, 0.32)  -0.467
P (-2.47, -0.62, 0.31)  -0.029
H (1.87, -0.98, 1.02)  0.388
H (0.34, -1.55, 1.39)  0.456
H (0.76, -0.04, 2.20)  0.415
H (1.47, -1.05, -1.29)  0.432
H (-0.10, -0.30, -2.10)  0.412
H (-0.20, -1.61, -0.92)  0.363
H (1.67, 1.65, 0.68)  0.357
H (0.03, 2.05, 0.31)  0.422
H (1.35, 1.57, -1.00)  0.312
H (-3.04, -0.28, -0.95)  0.131
H (-1.62, -1.54, -0.33)  0.049

***

# 5
# C4H11NOS

2 unconnected molecules or ions with the total composition C4H11NOS in a non-equilibrium geometry (ωB97M-V with the def2-TZVPD basis set, the OMol25 dataset).

Its charge is -1. The value obtained for the HOMO-LUMO gap (spin up / spin down) is 0.0819 / 0.3178 Ha. As for the spin multiplicity: 2. The value obtained for the energy relative to the best compared isomer or geometry (same formula, charge and spin) is 1.944 eV.

Each line ends with the Mulliken charge.
CARTESIAN COORDINATES (ANGSTROEM)
C (-1.32, 0.25, 1.46)  -3.276
C (-1.88, -0.01, 0.12)  1.253
O (-1.43, -0.76, -0.72)  -0.158
N (-2.76, 0.95, -0.41)  -0.972
H (-0.18, 0.52, 1.45)  -0.022
H (-1.10, -0.67, 2.18)  0.072
H (-3.25, 0.58, -1.15)  0.348
H (-3.32, 1.44, 0.25)  0.636
H (-1.59, 0.91, 2.29)  1.159
C (2.11, -1.70, -0.34)  -0.951
C (1.86, 0.90, -0.89)  -0.572
S (3.27, -0.34, -0.81)  -0.187
H (2.33, -2.70, -0.48)  0.436
H (1.68, -1.65, 0.70)  0.336
H (1.23, -1.46, -0.95)  0.222
H (1.51, 1.32, -1.97)  0.214
H (2.02, 1.88, -0.35)  0.642
H (0.84, 0.52, -0.40)  -0.180

***

# 6
# C4H11NOS

A gas-phase ion, C4H11NOS (charge +1) in a non-equilibrium geometry (ωB97M-V with the def2-TZVPD basis set, the OMol25 dataset).

Its charge is +1. The value obtained for the HOMO-LUMO gap (spin up / spin down) is 0.3117 / 0.1290 Ha. As for the spin multiplicity: 2. The value obtained for the energy relative to the best compared isomer or geometry (same formula, charge and spin) is 2.962 eV.

Each line ends with the Mulliken charge.
CARTESIAN COORDINATES (ANGSTROEM)
C (-0.21, 0.45, -0.17)  -0.358
N (-0.02, 0.29, 1.26)  -0.367
C (0.38, 1.69, 1.79)  -0.389
O (1.69, 2.11, 1.30)  -0.529
C (-1.21, -0.69, -0.62)  -0.450
C (-0.85, -1.61, -1.73)  -0.583
S (0.92, -2.42, -1.85)  0.258
H (0.81, 0.29, -0.66)  0.030
H (-0.43, 1.45, -0.51)  0.440
H (0.54, -0.50, 1.55)  0.240
H (-0.27, 2.51, 1.65)  0.337
H (0.53, 1.52, 2.92)  0.294
H (2.43, 1.47, 1.42)  0.311
H (-1.40, -1.34, 0.24)  0.348
H (-2.19, -0.09, -0.84)  0.256
H (-1.52, -2.53, -1.60)  0.430
H (-0.93, -1.13, -2.74)  0.430
H (1.73, -1.46, -1.43)  0.302

***

In eV, the E values for the records above are, in order, -11956.748; -11958.902; -11949.554; -17144.372; -18696.590; -18688.120.